This record from the Open Molecules 2025 dataset describes a cluster of 2 separate species, CH3IOS2 in total in a non-equilibrium geometry. The level of theory is ωB97M-V with the def2-TZVPD basis set.

Structure (XYZ):
```
8
Properties=species:S:1:pos:R:3:forces:R:3
C 0.324965 -0.077764 0.047787 -1.5869 1.2779 0.9441
O 1.927161 -0.401863 -2.126978 1.3060 -1.7600 1.7438
S 1.048325 -1.457992 0.944329 0.2173 0.3075 -0.1315
S 2.713541 -1.606712 -0.185864 -0.5696 1.8578 -2.4060
I 4.090075 0.380967 0.132769 -0.2341 -0.4843 0.2151
H 0.404675 -0.320537 -1.002020 -0.4320 -0.2144 -0.1914
H 0.984154 0.840173 0.137042 -1.0426 -0.9000 0.4187
H -0.787180 0.056911 0.412122 2.3418 -0.0846 -0.5928
```
Forces are in eV/Å.

Frontier orbital gap (spin up / spin down) (eV): 7.4885 / 7.4894
Charge: 0
LUMO (spin up / spin down) (hartree): -0.077 / -0.076
Spin multiplicity: 1

This record from the Open Molecules 2025 dataset describes a structure of composition CH3IS2 in a non-equilibrium geometry. The level of theory is ωB97M-V with the def2-TZVPD basis set.

Structure (XYZ):
```
7
Properties=species:S:1:pos:R:3:forces:R:3
C 0.239502 -0.263553 -0.581659 -0.0175 0.3772 0.4582
S -0.420014 -3.112789 -0.777316 -0.2656 0.3469 0.0006
S -0.505679 -1.314022 -1.510097 -0.2482 -1.2443 -0.8916
I 0.678781 1.591252 -1.336982 0.0393 0.1898 0.0931
H 0.456279 -0.584398 0.424698 0.5315 0.3120 0.2179
H -0.177205 1.558163 1.612297 -0.2444 1.3170 1.3291
H -0.271664 2.125347 2.169059 0.2050 -1.2986 -1.2073
```
Forces are in eV/Å.

Frontier orbital gap (spin up / spin down) (eV): 7.4794 / 7.4788
Charge: 0
LUMO (spin up / spin down) (hartree): -0.044 / -0.044
Spin multiplicity: 1

This record from the Open Molecules 2025 dataset describes the molecule CH3N in a non-equilibrium geometry. The level of theory is ωB97M-V with the def2-TZVPD basis set.

Structure (XYZ):
```
5
Properties=species:S:1:pos:R:3:forces:R:3
C 0.260141 -0.515380 0.034158 -2.0253 6.0111 -0.1544
N 0.226384 1.239862 -0.363951 -0.3854 -6.8551 1.6272
H 0.630091 -1.229520 -0.646664 1.0569 -0.1596 -0.8683
H -0.505141 -0.915151 0.747388 0.7705 0.8675 -0.5040
H -0.611476 1.420190 0.229069 0.5834 0.1360 -0.1005
```
Forces are in eV/Å.

Frontier orbital gap (spin up / spin down) (eV): 9.5477 / 10.7637
Charge: 0
SMILES: C=N
LUMO (spin up / spin down) (hartree): -0.012 / -0.009
Spin multiplicity: 1

This record from the Open Molecules 2025 dataset describes a cluster of 2 separate species, CH3N in total in a non-equilibrium geometry. The level of theory is ωB97M-V with the def2-TZVPD basis set.

Structure (XYZ):
```
5
Properties=species:S:1:pos:R:3:forces:R:3
C 0.540758 0.225898 0.411995 -4.3582 -0.3969 -2.9267
N -1.046405 0.331779 -0.776456 4.1616 -0.7636 2.8509
H 0.595647 0.925080 1.272599 -0.0394 -0.7754 -0.9238
H 0.746970 -0.843585 0.227189 0.5227 1.0100 0.8333
H -0.836970 -0.639173 -1.135327 -0.2866 0.9259 0.1664
```
Forces are in eV/Å.

Frontier orbital gap (spin up / spin down) (eV): 10.6875 / 9.7268
Charge: 0
LUMO (spin up / spin down) (hartree): -0.010 / -0.006
Spin multiplicity: 1

This record from the Open Molecules 2025 dataset describes a cluster of 2 separate species, CH3N2 in total in a non-equilibrium geometry. The level of theory is ωB97M-V with the def2-TZVPD basis set.

Structure (XYZ):
```
6
Properties=species:S:1:pos:R:3:forces:R:3
C 0.308560 0.704584 -2.116189 0.1375 0.1816 0.4131
N -0.367491 -0.986431 1.946909 1.2582 1.6370 -2.9273
N 0.157677 -0.480091 1.122782 -0.5288 -1.0541 1.9316
H 0.006849 0.630446 -1.023554 0.4928 0.5350 -1.1283
H 1.000997 1.540673 -2.412184 -0.6587 -0.6345 0.6179
H -1.106592 -1.409180 2.482236 -0.7010 -0.6650 1.0929
```
Forces are in eV/Å.

Frontier orbital gap (spin up / spin down) (eV): 4.8660 / 4.8507
Charge: +1
LUMO (spin up / spin down) (hartree): -0.298 / -0.297
Spin multiplicity: 1

This record from the Open Molecules 2025 dataset describes a cluster of 2 separate species, CH3N2O in total in a non-equilibrium geometry. The level of theory is ωB97M-V with the def2-TZVPD basis set.

Structure (XYZ):
```
7
Properties=species:S:1:pos:R:3:forces:R:3
C -0.424903 -0.173442 -0.770267 0.9652 -2.5046 0.4917
N -0.934210 -0.073349 -2.046673 -1.1891 -1.5872 -0.9930
N 1.017902 -0.384880 2.196902 4.4611 1.1885 -2.1514
O -0.598843 0.986114 -0.991880 0.0482 4.0028 0.7506
H -0.270437 -0.012438 -2.826307 0.5283 0.0608 0.2206
H 0.925400 0.602174 2.066154 -0.7991 0.8443 0.4335
H 0.285090 -0.944179 2.372070 -4.0145 -2.0045 1.2480
```
Forces are in eV/Å.

Frontier orbital gap (spin up / spin down) (eV): 5.1934 / 9.7918
Charge: +1
LUMO (spin up / spin down) (hartree): -0.396 / -0.265
Spin multiplicity: 1

This record from the Open Molecules 2025 dataset describes the ion CH3N2O with charge +1 in a non-equilibrium geometry. The level of theory is ωB97M-V with the def2-TZVPD basis set.

Structure (XYZ):
```
7
Properties=species:S:1:pos:R:3:forces:R:3
C -0.520559 0.452115 -0.180443 1.2065 2.5679 0.1845
N -0.082878 1.782256 0.039115 -0.7235 -1.9437 1.0170
N -0.288257 -0.750218 0.167969 -0.0149 -0.7913 0.5624
O -1.143299 1.249647 -0.952779 -0.3385 -0.6846 -0.4335
H 0.794252 1.973536 -0.440575 0.1555 0.0329 -0.7979
H 0.473798 -0.909705 0.833466 -0.2770 0.1890 -0.1487
H -0.849362 -1.585642 -0.034340 -0.0081 0.6298 -0.3838
```
Forces are in eV/Å.

Frontier orbital gap (eV): 12.8097
Charge: +1
SMILES: [NH2+]=C1NO1
LUMO (hartree): -0.180
Spin multiplicity: 1

This record from the Open Molecules 2025 dataset describes a cluster of 2 separate species, CH3N2O2 in total in a non-equilibrium geometry. The level of theory is ωB97M-V with the def2-TZVPD basis set.

Structure (XYZ):
```
8
Properties=species:S:1:pos:R:3:forces:R:3
C 0.228855 -0.121990 -0.122104 0.0422 0.2098 0.1317
N -0.681039 2.085692 1.944237 1.6113 -0.5605 -1.2435
N -1.785543 1.678099 2.300372 -0.2811 1.6699 1.1928
O -2.378333 0.650808 1.949063 -0.3247 -0.9730 -0.4565
O -2.299024 2.509978 3.139426 -0.9865 -0.2052 0.4441
H -0.827841 0.023511 -0.174885 -0.4220 -0.0307 -0.0602
H 0.860636 0.680516 -0.446777 0.2245 0.1529 -0.1765
H 0.601684 -0.784292 0.632269 0.1363 -0.2631 0.1680
```
Forces are in eV/Å.

Frontier orbital gap (spin up / spin down) (eV): 7.4754 / 8.4311
Charge: -1
LUMO (spin up / spin down) (hartree): 0.135 / 0.167
Spin multiplicity: 1

This record from the Open Molecules 2025 dataset describes a cluster of 2 separate species, CH3N2O2 in total in a non-equilibrium geometry. The level of theory is ωB97M-V with the def2-TZVPD basis set.

Structure (XYZ):
```
8
Properties=species:S:1:pos:R:3:forces:R:3
C 0.448063 0.283185 -1.403562 3.5558 1.6929 -0.1039
N 0.438895 -0.100245 -0.156920 1.8981 -1.0889 1.6154
N -1.158337 -0.017788 1.992346 -0.5290 -0.6653 -0.0396
O -1.660198 -1.074901 2.406679 0.8602 1.4212 -1.1651
O -0.432127 0.767790 -2.087744 -1.0357 -0.2745 -0.7812
H 1.618129 0.415439 -1.772182 -1.8217 -0.5535 -0.0957
H 1.471189 -0.299746 0.169424 -2.8626 0.4121 -0.8348
H -0.725614 0.026267 0.851959 -0.0652 -0.9438 1.4049
```
Forces are in eV/Å.

Frontier orbital gap (spin up / spin down) (eV): 7.8127 / 7.8572
Charge: -1
LUMO (spin up / spin down) (hartree): 0.169 / 0.167
Spin multiplicity: 1

This record from the Open Molecules 2025 dataset describes a cluster of 2 separate species, CH3N2O2 in total in a non-equilibrium geometry. The level of theory is ωB97M-V with the def2-TZVPD basis set.

Structure (XYZ):
```
8
Properties=species:S:1:pos:R:3:forces:R:3
C 1.470221 -0.249737 0.047304 2.6071 -0.5564 -2.7643
N 0.228761 -0.093662 -0.228308 -4.0335 1.0051 -1.6896
N -2.175371 0.190348 0.860321 0.7908 -0.1159 0.0302
O -2.714883 0.749459 -0.090822 -0.5553 0.2392 -0.2619
O 2.047002 -0.608548 1.056814 0.2063 0.0703 1.2545
H 2.113847 -0.133515 -0.943540 -0.3119 0.0449 1.1443
H 0.009470 0.129487 -1.271163 0.7726 -0.4457 2.6922
H -0.979047 0.016168 0.569394 0.5239 -0.2415 -0.4054
```
Forces are in eV/Å.

Frontier orbital gap (spin up / spin down) (eV): 7.4053 / 9.0943
Charge: -1
LUMO (spin up / spin down) (hartree): 0.164 / 0.162
Spin multiplicity: 3

This record from the Open Molecules 2025 dataset describes the ion CH3N2O2 with charge +1 in a non-equilibrium geometry. The level of theory is ωB97M-V with the def2-TZVPD basis set.

Structure (XYZ):
```
8
Properties=species:S:1:pos:R:3:forces:R:3
C 0.079711 -0.169223 0.106141 1.3139 -0.3564 -1.0179
N 1.346495 0.375257 0.105433 -2.4818 -0.8837 -1.8958
N -0.535540 -0.811316 0.963820 -0.0913 0.0231 1.0393
O 1.878611 0.494609 1.359580 2.1232 3.1268 0.3106
O 1.680584 -0.480763 2.097766 -0.8490 -1.5908 0.3772
H -0.305961 -0.190814 -0.899629 -0.6367 0.3008 -0.5593
H 1.529066 1.063396 -0.688530 0.4379 -0.6986 2.0121
H -0.864785 -1.219610 1.836796 0.1839 0.0788 -0.2661
```
Forces are in eV/Å.

Frontier orbital gap (spin up / spin down) (eV): 7.4093 / 9.9073
Charge: +1
LUMO (spin up / spin down) (hartree): -0.311 / -0.243
Spin multiplicity: 1

This record from the Open Molecules 2025 dataset describes a structure of composition CH3N2O3S in a non-equilibrium geometry. The level of theory is ωB97M-V with the def2-TZVPD basis set.

Structure (XYZ):
```
10
Properties=species:S:1:pos:R:3:forces:R:3
C -1.949196 -0.296595 -0.713890 -0.3018 -0.3940 -0.2977
N 0.317608 0.341057 -0.467653 -1.2966 0.8091 -0.6700
N -1.254860 -1.349657 -0.682311 0.4512 -3.8161 0.0315
O 1.232862 1.408642 1.691077 -10.2473 2.2229 -0.0775
O 2.752135 0.928092 0.091989 1.8719 -0.2142 -0.8207
O -2.698482 0.543851 -0.790383 0.2278 0.1003 0.0732
S 1.365975 0.852276 0.304283 0.8099 -0.2571 -2.4847
H -0.272245 -1.312821 -0.339781 -1.0977 0.4280 -0.5071
H -1.530248 -2.343090 -0.955267 -0.5451 2.0179 0.2873
H 2.036452 1.228246 1.861935 10.1277 -0.8968 4.4657
```
Forces are in eV/Å.

Frontier orbital gap (eV): 11.1381
Charge: +1
LUMO (hartree): -0.182
Spin multiplicity: 1

Computed energy, in the same sequence as the records: -32898.8824 -30854.3931 -2570.7607 -2569.5609 -4050.6465 -6095.2767 -6102.5767 -8155.2666 -8158.4689 -8158.7794 -8144.9216 -21030.9857 eV.